(1)
Density functional theory data (ωB97M-V with the def2-TZVPD basis set) for a cluster of 9 separate species, C36H85Cl2FNO11S8 in total in a non-equilibrium geometry.

Atoms and positions in Å:
C1 2.08 4.64 -2.25
C2 1.20 4.19 -3.42
C3 1.13 2.67 -3.64
C4 2.45 1.88 -3.52
C5 2.70 1.37 -2.09
C6 2.10 -0.04 -1.95
C7 2.61 -0.93 -0.83
C8 2.12 -2.38 -0.77
C9 2.23 -3.24 -2.03
C10 1.38 -2.99 -3.28
F1 0.34 -3.92 -3.32
C11 0.79 -2.33 0.02
Cl1 0.56 -3.93 0.85
C12 -0.48 -2.09 -0.82
C13 -1.81 -1.74 -0.13
C14 -2.33 -0.28 -0.23
C15 -3.74 -0.22 -0.87
C16 -1.40 0.72 -0.92
C17 1.22 -1.38 1.17
Cl2 0.03 -0.47 2.06
N1 2.34 -0.43 0.60
O1 1.85 0.87 0.63
C18 3.53 -0.59 1.51
C19 4.65 0.42 1.33
O2 5.31 0.21 0.09
C20 6.04 1.27 -0.37
O3 7.05 1.14 -0.89
H1 3.13 4.33 -2.36
H2 1.71 4.23 -1.30
H3 2.07 5.73 -2.15
H4 1.49 4.71 -4.34
H5 0.18 4.52 -3.20
H6 0.73 2.51 -4.65
H7 0.38 2.25 -2.96
H8 3.29 2.51 -3.83
H9 2.40 1.00 -4.15
H10 2.20 2.06 -1.40
H11 3.78 1.37 -1.83
H12 1.01 0.04 -1.96
H13 2.40 -0.58 -2.85
H14 3.70 -0.98 -0.97
H15 2.80 -2.88 -0.06
H16 3.29 -3.23 -2.32
H17 2.02 -4.27 -1.72
H18 1.98 -3.15 -4.18
H19 0.93 -2.00 -3.34
H20 -0.61 -3.04 -1.34
H21 -0.24 -1.37 -1.61
H22 -2.58 -2.40 -0.54
H23 -1.74 -2.04 0.92
H24 -2.47 0.09 0.80
H25 -4.06 -1.18 -1.27
H26 -4.46 0.10 -0.12
H27 -3.78 0.52 -1.68
H28 -1.91 1.69 -1.01
H29 -0.46 0.89 -0.38
H30 -1.16 0.40 -1.94
H31 1.69 -1.98 1.94
H32 2.60 1.45 0.41
H33 3.89 -1.61 1.38
H34 3.14 -0.47 2.53
H35 5.35 0.25 2.16
H36 4.29 1.45 1.43
H37 5.51 2.24 -0.27
C21 6.26 0.51 -3.49
S1 5.52 0.28 -5.11
O4 4.18 -0.33 -4.87
C22 6.60 -1.06 -5.62
H38 5.69 1.29 -2.99
H39 6.21 -0.42 -2.93
H40 7.30 0.82 -3.60
H41 6.53 -1.87 -4.91
H42 7.63 -0.69 -5.68
H43 6.27 -1.38 -6.61
C23 10.61 -2.33 -1.46
S2 9.17 -1.29 -1.27
O5 8.33 -1.52 -2.49
C24 10.02 0.27 -1.53
H44 10.28 -3.37 -1.38
H45 11.06 -2.16 -2.43
H46 11.32 -2.11 -0.66
H47 10.51 0.26 -2.50
H48 10.74 0.42 -0.72
H49 9.27 1.06 -1.49
C25 -1.03 -8.80 1.64
S3 -0.31 -7.51 2.66
O6 -0.38 -7.98 4.06
C26 -1.65 -6.33 2.43
H50 -0.37 -9.66 1.68
H51 -2.01 -9.06 2.03
H52 -1.11 -8.45 0.61
H53 -2.58 -6.77 2.77
H54 -1.71 -6.04 1.38
H55 -1.42 -5.45 3.04
C27 -7.53 -0.69 0.76
S4 -6.58 -1.47 2.07
O7 -5.15 -1.35 1.68
C28 -7.11 -3.15 1.75
H56 -7.29 0.37 0.76
H57 -7.24 -1.13 -0.20
H58 -8.59 -0.83 0.94
H59 -6.86 -3.42 0.72
H60 -8.19 -3.23 1.91
H61 -6.59 -3.80 2.44
C29 -8.16 -8.26 2.51
S5 -9.30 -6.92 2.16
O8 -8.49 -5.83 1.55
C30 -9.58 -6.45 3.87
H62 -7.83 -8.66 1.56
H63 -7.31 -7.88 3.07
H64 -8.68 -9.04 3.07
H65 -8.63 -6.19 4.34
H66 -10.06 -7.27 4.39
H67 -10.24 -5.58 3.86
C31 -0.93 8.31 -2.39
S6 -1.26 6.59 -1.99
O9 -1.65 5.92 -3.26
C32 -2.78 6.87 -1.07
H68 -0.04 8.33 -3.00
H69 -1.78 8.71 -2.94
H70 -0.77 8.87 -1.47
H71 -3.49 7.38 -1.72
H72 -2.56 7.47 -0.19
H73 -3.17 5.90 -0.77
C33 -2.00 2.61 2.89
S7 -3.65 2.05 2.45
O10 -3.90 2.53 1.06
C34 -4.53 3.17 3.55
H74 -1.30 2.06 2.26
H75 -1.92 3.68 2.70
H76 -1.81 2.40 3.94
H77 -4.26 4.20 3.32
H78 -4.27 2.94 4.58
H79 -5.59 3.01 3.39
C35 -1.81 7.96 4.95
S8 -2.01 6.32 5.63
O11 -2.48 5.45 4.52
C36 -3.46 6.69 6.62
H80 -0.97 7.92 4.26
H81 -2.72 8.25 4.42
H82 -1.59 8.67 5.75
H83 -4.25 7.07 5.97
H84 -3.20 7.43 7.38
H85 -3.78 5.77 7.10

The spin multiplicity is 1. As for the net charge: +1. For the lowest unoccupied orbital energy, the calculation gives -2.2 eV.



(2)
Density functional theory data (ωB97M-V with the def2-TZVPD basis set) for a cluster of 12 separate species, C36H86F2O16 in total in a non-equilibrium geometry.

Atoms and positions in Å:
C1 1.82 2.56 -2.25
C2 1.75 3.70 -3.30
C3 0.87 3.32 -4.48
O1 1.38 4.95 -2.66
H1 2.33 1.66 -2.63
H2 0.85 2.27 -1.85
H3 2.41 2.91 -1.41
H4 2.74 3.80 -3.75
H5 -0.17 3.10 -4.25
H6 1.37 2.44 -4.97
H7 0.87 4.20 -5.14
H8 1.18 5.59 -3.36
C4 1.76 2.98 3.32
C5 2.05 4.37 2.70
C6 2.29 4.25 1.22
O2 1.02 5.29 2.91
H9 1.69 2.94 4.39
H10 2.54 2.28 3.01
H11 0.83 2.56 2.92
H12 2.99 4.76 3.12
H13 2.53 5.26 0.84
H14 1.38 4.01 0.75
H15 3.10 3.60 0.95
H16 0.17 4.98 2.57
C7 -6.15 -1.60 -1.55
C8 -5.92 -1.32 -0.10
C9 -4.93 -2.21 0.52
O3 -5.39 0.05 0.10
H17 -5.20 -1.83 -2.08
H18 -6.61 -0.73 -2.01
H19 -6.87 -2.43 -1.63
H20 -6.88 -1.25 0.37
H21 -4.72 -1.98 1.56
H22 -3.94 -2.19 0.02
H23 -5.31 -3.24 0.49
H24 -5.92 0.71 -0.34
C10 -1.21 3.95 -1.02
C11 -2.33 4.93 -1.02
C12 -1.88 6.28 -0.54
O4 -2.84 4.96 -2.38
H25 -0.37 4.29 -1.65
H26 -1.47 3.07 -1.58
H27 -0.80 3.73 -0.05
H28 -3.16 4.60 -0.42
H29 -2.67 7.04 -0.66
H30 -1.05 6.60 -1.20
H31 -1.53 6.23 0.47
H32 -2.15 5.38 -2.86
C13 -3.58 1.35 -3.32
C14 -2.76 0.17 -2.84
C15 -1.29 0.38 -3.23
O5 -2.81 0.16 -1.44
H33 -4.64 1.28 -3.00
H34 -3.62 1.46 -4.38
H35 -3.12 2.21 -2.86
H36 -3.02 -0.81 -3.27
H37 -0.89 1.32 -2.84
H38 -1.08 0.33 -4.27
H39 -0.74 -0.48 -2.82
H40 -3.71 0.13 -1.06
C16 6.08 1.89 -2.16
C17 5.41 0.63 -2.67
C18 4.89 0.72 -4.09
O6 6.37 -0.42 -2.47
H41 7.00 2.09 -2.77
H42 6.39 1.80 -1.11
H43 5.45 2.84 -2.21
H44 4.63 0.36 -1.91
H45 4.09 1.47 -4.13
H46 4.52 -0.20 -4.50
H47 5.60 1.17 -4.77
H48 7.16 -0.24 -2.92
C19 4.65 -3.12 -0.69
C20 4.66 -3.59 -2.16
C21 3.75 -4.77 -2.34
O7 4.26 -2.49 -2.96
H49 3.62 -2.83 -0.48
H50 5.27 -2.23 -0.62
H51 4.93 -3.87 0.06
H52 5.67 -3.94 -2.35
H53 4.07 -5.54 -1.62
H54 3.88 -5.27 -3.32
H55 2.71 -4.56 -2.18
H56 4.91 -1.79 -2.98
C22 -0.63 -1.01 1.19
C23 0.02 0.35 1.44
C24 1.36 0.39 0.64
O8 -0.90 1.38 1.06
H57 -1.04 -1.02 0.16
H58 -1.38 -1.26 1.92
H59 0.17 -1.78 1.23
H60 0.17 0.46 2.51
H61 1.55 1.45 0.58
H62 1.15 0.00 -0.37
H63 2.18 -0.21 1.04
H64 -1.35 1.12 0.24
C25 -1.86 -3.97 0.39
C26 -1.91 -3.64 -1.05
C27 -0.65 -4.21 -1.73
O9 -3.14 -4.13 -1.58
H65 -1.80 -5.08 0.40
H66 -2.73 -3.59 0.92
H67 -0.98 -3.55 0.90
H68 -1.88 -2.55 -1.24
H69 -0.73 -4.20 -2.79
H70 -0.43 -5.25 -1.42
H71 0.25 -3.66 -1.52
H72 -3.11 -4.12 -2.55
C28 3.45 -4.39 2.59
C29 2.37 -4.06 3.57
C30 2.44 -2.66 4.03
O10 1.05 -4.30 2.96
H73 3.65 -5.47 2.54
H74 4.39 -3.89 2.80
H75 3.18 -4.01 1.60
H76 2.46 -4.71 4.45
H77 3.32 -2.51 4.65
H78 1.57 -2.21 4.47
H79 2.64 -2.00 3.14
H80 1.17 -5.13 2.46
C31 -4.01 1.55 2.91
C32 -2.88 1.26 3.91
O11 -2.01 2.36 3.73
C33 -2.48 3.16 2.69
O12 -1.93 4.15 2.38
O13 -3.55 2.63 2.13
F1 -2.17 0.16 3.53
H81 -4.93 1.85 3.40
H82 -4.24 0.67 2.32
H83 -3.08 1.08 4.96
C34 -1.64 -3.68 4.26
C35 -1.59 -3.13 5.73
O14 -2.89 -2.84 6.05
C36 -3.59 -2.74 4.89
O15 -4.69 -2.26 4.87
O16 -2.95 -3.39 3.87
F2 -0.86 -2.02 5.86
H84 -1.56 -4.78 4.33
H85 -0.90 -3.24 3.63
H86 -1.25 -3.86 6.44

The spin multiplicity is 1. As for the net charge: 0. The SMILES is O=C1OC[C@@H](F)O1.O=C1OC[C@@H](F)O1.CC(C)O.CC(C)O.CC(C)O.CC(C)O.CC(C)O.CC(C)O.CC(C)O.CC(C)O.CC(C)O.CC(C)O. For the lowest unoccupied orbital energy, the calculation gives 0.4 eV.



(3)
Density functional theory data (ωB97M-V with the def2-TZVPD basis set) for a cluster of 10 separate species, C36H86N10O8 in total in a non-equilibrium geometry.

Atoms and positions in Å:
C1 -9.77 -17.37 -13.00
C2 -8.47 -17.81 -13.55
N1 -8.26 -17.59 -15.00
C3 -7.95 -16.30 -15.37
C4 -7.76 -15.99 -16.81
C5 -7.55 -18.72 -15.71
C6 -6.02 -18.82 -15.44
H1 -10.59 -17.79 -13.59
H2 -9.87 -16.30 -12.84
H3 -9.89 -17.73 -11.97
H4 -7.67 -17.15 -13.19
H5 -8.32 -18.85 -13.25
H6 -8.72 -15.62 -15.00
H7 -7.09 -16.08 -14.73
H8 -8.58 -16.38 -17.42
H9 -7.78 -14.93 -17.06
H10 -6.81 -16.39 -17.18
H11 -7.74 -18.74 -16.78
H12 -8.00 -19.68 -15.45
H13 -5.85 -19.24 -14.45
H14 -5.53 -17.85 -15.53
H15 -5.66 -19.61 -16.12
C7 -15.17 -21.55 -6.63
C8 -14.50 -20.54 -5.68
N2 -15.33 -19.39 -5.28
C9 -14.66 -18.71 -4.19
C10 -15.48 -17.56 -3.49
C11 -15.68 -18.57 -6.39
C12 -14.71 -17.96 -7.39
H16 -16.09 -21.95 -6.20
H17 -14.45 -22.35 -6.81
H18 -15.20 -21.01 -7.57
H19 -14.31 -21.17 -4.81
H20 -13.55 -20.18 -6.05
H21 -14.50 -19.47 -3.43
H22 -13.68 -18.31 -4.42
H23 -15.84 -16.82 -4.20
H24 -16.34 -17.96 -2.94
H25 -14.86 -17.04 -2.77
H26 -16.32 -17.75 -6.05
H27 -16.36 -19.10 -7.05
H28 -15.16 -17.13 -7.94
H29 -14.35 -18.66 -8.15
H30 -13.90 -17.52 -6.81
C13 -1.46 -24.03 -10.38
C14 -1.83 -23.55 -11.74
O1 -3.02 -23.28 -12.14
N3 -0.77 -23.36 -12.51
C15 -0.86 -22.98 -13.88
H31 -2.32 -24.42 -9.84
H32 -1.23 -23.19 -9.72
H33 -0.60 -24.70 -10.46
H34 0.05 -23.83 -12.15
H35 -0.27 -22.06 -13.87
H36 -1.87 -22.95 -14.28
H37 -0.29 -23.69 -14.47
C16 -4.40 -11.06 -17.67
C17 -3.26 -11.76 -16.89
O2 -3.27 -11.67 -15.67
N4 -2.45 -12.54 -17.60
C18 -1.42 -13.31 -16.91
H38 -4.08 -10.06 -17.97
H39 -5.34 -10.98 -17.13
H40 -4.61 -11.81 -18.44
H41 -2.25 -12.37 -18.57
H42 -0.71 -13.88 -17.51
H43 -1.92 -14.02 -16.25
H44 -0.82 -12.70 -16.24
C19 -5.66 -25.56 -18.27
C20 -6.04 -26.34 -17.01
O3 -5.87 -27.55 -16.91
N5 -6.46 -25.67 -15.93
C21 -6.66 -24.32 -15.76
H45 -4.95 -24.78 -18.01
H46 -6.56 -25.14 -18.73
H47 -5.28 -26.16 -19.10
H48 -6.54 -26.24 -15.10
H49 -7.35 -23.96 -16.53
H50 -5.70 -23.83 -15.92
H51 -6.83 -24.11 -14.71
C22 -13.71 -15.88 -19.24
C23 -15.10 -15.30 -19.31
O4 -15.28 -14.11 -19.18
N6 -16.15 -16.10 -19.36
C24 -16.02 -17.58 -19.08
H52 -13.59 -16.51 -20.12
H53 -13.43 -16.33 -18.29
H54 -12.96 -15.08 -19.23
H55 -17.07 -15.69 -19.31
H56 -15.50 -17.56 -18.12
H57 -15.37 -17.99 -19.85
H58 -17.08 -17.82 -19.06
C25 -7.40 -10.83 -12.31
C26 -8.84 -10.54 -12.14
O5 -9.60 -11.44 -11.86
N7 -9.36 -9.29 -12.11
C27 -8.51 -8.09 -11.86
H59 -7.22 -11.65 -13.00
H60 -6.98 -11.18 -11.36
H61 -6.78 -10.05 -12.76
H62 -10.35 -9.14 -12.01
H63 -7.91 -8.19 -10.96
H64 -9.27 -7.33 -11.70
H65 -7.83 -7.92 -12.70
C28 -0.34 -17.25 -11.42
C29 -0.96 -15.96 -10.90
O6 -0.27 -15.18 -10.30
N8 -2.25 -15.63 -11.05
C30 -3.26 -16.33 -11.84
H66 0.55 -17.40 -10.81
H67 -0.13 -17.29 -12.49
H68 -1.01 -18.06 -11.15
H69 -2.56 -14.77 -10.62
H70 -4.04 -15.66 -12.19
H71 -3.66 -17.17 -11.27
H72 -2.80 -16.69 -12.76
C31 -14.49 -12.40 -14.13
C32 -13.76 -11.39 -15.07
O7 -14.51 -10.85 -15.91
N9 -12.48 -11.34 -15.05
C33 -11.75 -10.38 -15.93
H73 -14.54 -13.33 -14.69
H74 -15.47 -12.00 -13.85
H75 -13.92 -12.65 -13.23
H76 -12.07 -11.86 -14.29
H77 -11.95 -9.42 -15.46
H78 -12.12 -10.37 -16.95
H79 -10.67 -10.54 -15.98
C34 -14.58 -21.10 -14.55
C35 -14.74 -21.21 -12.98
O8 -15.75 -20.79 -12.45
N10 -13.76 -21.62 -12.21
C36 -12.38 -22.00 -12.67
H80 -14.27 -22.02 -15.05
H81 -13.79 -20.38 -14.77
H82 -15.48 -20.96 -15.16
H83 -14.05 -21.64 -11.25
H84 -12.24 -23.03 -12.99
H85 -11.66 -22.00 -11.85
H86 -11.92 -21.43 -13.48

For the energy above the lowest of the compared OMol25 structures with the same formula, charge and spin, the calculation gives 580.9 kJ/mol. The spin multiplicity is 1. As for the net charge: 0. The SMILES is CCN(CC)CC.CCN(CC)CC.CNC(C)=O.CNC(C)=O.CNC(C)=O.CNC(C)=O.CNC(C)=O.CNC(C)=O.CNC(C)=O.CNC(C)=O. For the lowest unoccupied orbital energy, the calculation gives 0.1 eV.



no.,E_tot (eV),gap between HOMO and LUMO (eV)
1,-177153.262,7.7613
2,-76921.218,9.8334
3,-70005.027,8.0627